(1)
The following is a quantum chemistry calculation of a molecular structure, C3H7N3S2 at a distorted geometry, from the OMol25 dataset.

The HOMO-LUMO gap comes out at 0.3171 hartree. As for the max |F|: 4.729 eV Å⁻¹. The calculation puts the total energy at -29360.2690 eV. Its multiplicity is 1. The value obtained for the energy above the lowest of the compared OMol25 structures with the same formula, charge and spin is 123.6 kcal per mole.

The geometry in XYZ format:
```
15
Properties=species:S:1:pos:R:3:forces:R:3
C -0.284089 -0.059691 -0.344717 -0.1 0.4 -1.1
C 2.103011 0.403105 0.026099 1.2 -0.8 0.0
C 1.576818 -0.707342 0.841652 0.9 -1.3 0.4
H -3.922667 -1.298942 -0.531798 2.6 0.7 0.9
H -1.143361 -1.747847 -1.229023 0.7 0.2 0.3
H -1.293008 3.145428 -0.878788 -1.8 -2.5 2.6
H 3.149300 0.369975 -0.276495 -0.3 -1.1 -1.0
H 2.039802 1.433224 0.310355 -1.5 0.3 0.2
H 2.161289 -1.698214 1.146600 -1.3 2.4 -0.9
H 0.855113 -0.269145 1.533847 0.3 -0.9 0.4
N -1.311792 -0.968502 -0.606498 -0.1 -0.4 -0.6
N -0.339193 1.127641 0.061290 -2.6 1.8 0.6
N 1.060278 -0.504968 -0.586514 0.7 -0.3 1.7
S -2.704702 -1.186112 0.351830 -1.6 -0.5 -0.4
S -1.946796 1.961386 0.182162 3.1 2.0 -2.9
```
Positions in Å, forces in eV/Å.

So, what does the natural (NBO) scheme give us? The charges, in e, come out as: 0.54 -0.25 -0.26 0.14 0.42 0.14 0.21 0.23 0.22 0.21 -0.79 -0.64 -0.41 0.18 0.07



(2)
The following is a quantum chemistry calculation of 14 unconnected molecules or ions with the total composition C38H82BF25N9O18PS2 at a distorted geometry, from the OMol25 dataset.

The HOMO-LUMO gap comes out at 0.0651 hartree. As for the net charge: +2. As for the max |F|: 8.106 eV Å⁻¹. The calculation puts the total energy at -190555.0374 eV. Its multiplicity is 1.

The geometry in XYZ format:
```
176
Properties=species:S:1:pos:R:3:forces:R:3
C 0.053666 1.415319 1.279059 -0.5 1.0 0.2
F 0.534222 2.709570 1.449313 -1.7 -1.3 -0.7
F 0.718047 0.724105 2.159368 -0.1 -0.8 -0.4
F -1.292141 1.244518 1.488151 1.9 1.0 -0.2
S 0.442672 0.903367 -0.555312 0.3 -2.7 0.9
O 1.342916 1.843223 -1.080529 0.1 3.0 -1.1
O 1.043288 -0.410458 -0.467158 -1.2 0.8 0.2
N -1.087583 0.892443 -1.413179 3.6 4.2 2.0
S -1.472383 -0.561816 -1.339909 -3.9 -7.1 0.3
O -0.874946 -1.365670 -2.396038 -0.7 0.9 0.2
O -1.542490 -1.244974 -0.032191 -0.1 1.7 -1.6
C -3.460161 -0.406011 -1.730899 4.5 -0.6 -0.1
F -4.036408 -0.059367 -0.604538 -0.9 1.1 -0.3
F -3.694483 0.360327 -2.827763 -0.5 1.0 0.8
F -3.797509 -1.594577 -2.065435 -1.0 -1.9 -0.3
C -0.465199 2.050637 -4.439127 1.1 0.8 0.6
C -0.605642 2.606413 -5.798361 -1.4 -4.6 -2.3
O -0.907749 1.841831 -6.726336 1.2 4.5 2.4
N -0.406656 4.112819 -5.943649 0.9 -0.3 0.3
H -0.708233 4.643988 -5.139277 -1.4 -0.1 0.5
H 0.569498 4.304751 -5.769347 1.1 -0.6 -0.4
C -0.760535 4.688398 -7.240953 -0.4 0.9 -0.4
H -1.335239 2.318605 -3.839679 -0.3 -0.6 -0.1
H 0.359276 2.476893 -3.867612 0.3 0.3 0.0
H -0.215325 0.993880 -4.533634 -0.7 0.0 0.3
H -1.798269 4.413684 -7.429993 0.4 -0.2 -0.6
H 0.027116 4.389889 -7.932766 -0.7 -0.3 -0.4
H -0.724639 5.774611 -7.157646 0.0 0.0 0.1
C -4.807479 3.066229 -2.798563 1.6 -0.1 -0.9
C -4.122048 3.271810 -1.510648 -2.4 -0.9 3.8
O -4.750616 3.252838 -0.472916 1.9 0.3 -1.7
N -2.600847 3.368687 -1.403129 -1.1 2.4 1.0
H -2.157252 2.461600 -1.426198 0.7 -1.6 -0.4
H -2.338826 3.934161 -2.197918 0.6 0.0 -0.2
C -2.158232 4.025519 -0.068208 -0.2 -0.8 0.1
H -5.123320 4.022743 -3.214994 -0.4 -0.1 0.1
H -5.588523 2.323620 -2.635435 -0.1 0.4 -0.1
H -4.060455 2.647988 -3.473199 -0.2 -0.1 -0.4
H -2.224983 3.236312 0.680651 -0.4 0.1 0.0
H -2.828444 4.842673 0.198552 0.2 -0.1 -0.2
H -1.099816 4.285799 -0.078632 -0.2 0.2 -0.6
C 2.038841 7.104955 -4.217480 0.4 1.2 -2.4
C 2.173360 5.907407 -3.416008 1.1 1.5 0.7
O 1.280428 5.287667 -3.001524 -1.0 -2.2 0.7
N 3.628260 5.653858 -2.924039 -1.3 -1.5 1.5
H 4.305072 5.469487 -3.650695 0.1 -0.2 -0.6
H 3.909022 6.514305 -2.475835 0.3 0.6 0.1
C 3.726930 4.555256 -1.757481 0.4 1.1 -0.9
H 2.782137 7.054464 -5.013128 0.4 0.4 0.0
H 2.115814 8.076791 -3.729943 0.5 -0.2 0.5
H 1.108630 7.206911 -4.776404 -0.3 -0.5 0.4
H 4.801734 4.405190 -1.655600 -0.1 -0.2 0.2
H 3.224926 3.624428 -2.021359 -0.1 0.3 0.0
H 3.323248 5.088871 -0.897023 -0.1 -0.5 0.0
C 3.484078 -5.485841 -3.265062 1.0 0.1 0.6
C 4.348805 -4.319331 -2.761118 2.6 -1.5 2.3
O 5.348381 -4.471866 -2.047319 -3.6 0.9 -2.6
N 3.942654 -2.917734 -3.154069 -1.2 -2.3 -0.5
H 4.563756 -2.245835 -2.726410 1.9 1.7 1.2
H 4.100104 -2.893886 -4.151440 0.3 0.3 -0.5
C 2.512616 -2.495224 -2.927996 0.6 0.6 0.3
H 3.839697 -5.909436 -4.204316 -0.1 0.7 -0.5
H 2.408594 -5.308631 -3.259773 0.2 0.0 0.0
H 3.774540 -6.308092 -2.611119 -0.5 0.1 0.4
H 2.656669 -1.416509 -2.988946 -0.7 0.1 0.0
H 2.164895 -2.738644 -1.924035 0.2 -0.1 -0.2
H 1.830613 -2.875474 -3.688513 0.2 0.0 0.1
C -3.632686 -3.032689 2.461796 -0.1 0.9 0.0
C -3.888168 -1.590457 2.600934 -1.8 -1.1 -0.4
O -3.237989 -0.806177 3.136544 2.6 2.3 1.4
N -5.237446 -1.076801 2.177587 0.1 2.4 -1.7
H -5.492399 -1.448798 1.273860 -0.7 -0.8 -0.4
H -5.901029 -1.365559 2.882121 -0.6 0.0 0.0
C -5.281014 0.490674 1.938861 0.1 -0.6 0.8
H -4.432128 -3.551425 2.990860 0.1 -0.4 0.0
H -2.673795 -3.050253 2.979790 0.1 -1.2 -0.5
H -3.647929 -3.283380 1.401127 0.4 -0.4 0.1
H -4.309388 0.850533 1.600413 0.2 -0.4 0.7
H -5.574298 0.923807 2.895145 0.3 0.2 -0.3
H -5.953722 0.806491 1.141466 -0.5 -0.9 0.3
C 0.028159 -1.900700 4.254982 -0.3 -0.7 -1.8
C 1.341365 -2.632795 4.346632 0.9 1.6 3.4
O 2.198561 -2.335957 5.178707 -2.2 -1.9 -3.2
N 1.567003 -3.795185 3.341359 3.1 2.7 1.9
H 1.921108 -4.501742 3.970237 1.0 -0.5 0.0
H 0.757017 -4.253723 2.949237 -2.0 -0.1 -2.0
C 2.638727 -3.196590 2.361771 -0.8 -1.3 -1.3
H -0.418862 -2.267434 3.330981 -0.3 0.2 -0.2
H 0.164427 -0.825774 4.136362 0.2 -0.1 0.4
H -0.727545 -2.111104 5.011780 0.6 -0.1 0.5
H 2.914983 -3.980502 1.656596 -0.1 -0.2 0.2
H 3.569897 -2.784020 2.750127 -0.5 -0.2 1.1
H 2.152389 -2.455724 1.727200 -0.3 0.1 0.4
C 1.441645 1.128370 6.029634 2.0 0.3 0.0
C 1.911413 2.522128 6.525741 -4.6 0.1 1.8
O 1.230779 3.068339 7.386192 2.5 -0.7 -1.7
N 2.938844 3.408680 5.862098 -1.3 -1.0 0.6
H 3.389873 3.739064 6.703233 1.0 0.4 0.0
H 3.535736 2.815815 5.303217 1.6 -0.9 -0.1
C 2.350014 4.484474 5.001953 0.3 -0.8 0.7
H 0.792898 0.671189 6.776775 -0.3 0.7 -0.2
H 2.274806 0.432974 5.927754 0.4 0.2 -0.2
H 0.987452 1.234507 5.044477 -0.3 0.1 0.2
H 3.221991 4.953403 4.546038 -0.3 0.3 0.0
H 1.763991 5.128698 5.657442 -0.1 0.0 -0.4
H 1.763436 3.928509 4.270567 -0.3 0.5 -0.1
C -8.973186 -2.780256 -5.718609 -0.1 -0.9 -0.6
C -8.770469 -2.883955 -4.237474 -2.7 3.3 0.8
O -9.483292 -2.249688 -3.459407 2.8 -2.8 -1.8
N -7.460507 -3.484521 -3.758618 0.6 1.2 0.3
H -7.465579 -3.252345 -2.775678 -0.1 0.2 1.2
H -7.374905 -4.489193 -3.817025 -0.4 -0.5 -0.2
C -6.208817 -2.874311 -4.387995 -0.2 -0.9 -0.6
H -9.946409 -2.348801 -5.952669 0.3 0.4 0.4
H -9.003931 -3.717275 -6.274616 0.3 -0.4 0.4
H -8.145101 -2.231688 -6.167421 -0.1 0.3 0.1
H -5.310403 -3.187178 -3.855936 -0.4 0.0 0.4
H -6.246322 -1.786647 -4.448701 -0.4 -0.3 0.2
H -6.151847 -3.360556 -5.361857 0.1 0.5 -0.2
C -0.887746 -5.035789 0.491791 -0.1 -1.8 3.5
O -1.586138 -6.312271 0.371032 -0.4 1.5 -0.9
O -0.672528 -4.914862 1.886688 1.0 1.3 -2.6
C 0.367533 -5.111512 -0.441312 -1.1 0.0 1.2
F 1.067038 -3.990149 -0.304394 1.5 1.2 1.1
F 1.166741 -6.156687 -0.183429 -0.1 0.3 -0.6
F 0.070198 -5.018116 -1.753371 -0.5 -1.4 -0.7
C -3.004355 -6.202417 0.212885 1.0 -1.0 -0.8
C -3.498891 -7.607982 0.214917 -1.0 -0.5 1.0
H -3.254055 -8.168911 1.116859 0.8 0.1 0.0
H -4.569401 -7.519276 0.399966 -0.5 -0.4 -1.0
H -3.192102 -8.160584 -0.673134 -0.3 0.0 0.1
H -3.250255 -5.838181 -0.784594 0.1 0.6 -0.2
H -3.611716 -5.634127 0.917349 0.8 0.4 0.6
H -1.468089 -4.237404 0.029295 -0.4 0.4 0.0
C 5.764180 0.818707 5.449018 0.0 3.0 3.0
O 4.722760 1.493313 4.668294 -0.9 0.4 -3.3
O 5.611628 1.505257 6.673102 0.5 -3.1 -2.4
C 5.561836 -0.759279 5.299562 -1.0 2.5 1.6
F 5.510109 -1.262866 4.078243 -0.6 0.2 -2.4
F 6.453040 -1.500721 5.870126 2.2 -0.6 1.6
F 4.416752 -1.019085 5.894930 -1.7 -0.7 0.4
C 5.036545 1.778169 3.256366 0.8 -2.4 0.5
C 3.906160 2.176499 2.379241 -0.9 2.4 0.6
H 4.252256 2.706862 1.492091 0.3 -1.0 -0.4
H 3.130132 1.440284 2.169813 0.2 0.1 0.1
H 3.505660 3.090826 2.817084 -1.1 -0.1 0.6
H 5.344340 0.836873 2.801041 0.7 -0.1 0.2
H 5.862457 2.483722 3.165952 0.1 0.1 0.3
H 6.739100 1.038408 5.013855 0.4 0.0 -0.5
C 6.075630 0.109899 -1.456610 1.2 -2.7 -3.2
O 7.251083 -0.133879 -0.642432 -1.4 1.9 -0.4
O 5.881434 -1.029098 -2.276154 -2.1 1.4 1.7
C 4.889976 0.858131 -0.746177 0.2 -1.4 -1.6
F 5.427464 1.851166 -0.083593 0.4 0.9 1.4
F 3.971608 1.515667 -1.571867 0.8 -0.2 -0.9
F 4.078721 0.097335 -0.046528 -0.2 -0.5 1.4
C 7.058666 -1.009901 0.424989 0.0 0.1 1.2
C 8.302041 -0.928066 1.367731 -1.1 -1.4 -0.8
H 8.059532 -1.410393 2.314643 -0.1 0.0 0.1
H 9.030254 -1.577947 0.882492 0.6 0.5 0.2
H 8.660058 0.076149 1.594641 -0.1 -0.1 -0.4
H 6.808986 -1.996197 0.033852 0.7 -0.4 0.1
H 6.156213 -0.761999 0.983763 -0.2 0.5 0.3
H 6.377211 0.887785 -2.158060 0.5 0.7 0.1
P -1.945957 3.258126 4.871076 -2.0 -0.4 4.0
F -1.411250 2.354395 6.188929 -0.2 0.8 -1.5
F -1.137642 4.581272 5.408265 0.9 -1.1 -0.9
F -0.685905 2.595007 4.041570 -0.7 1.2 -0.4
F -2.538135 4.187578 3.670884 0.9 -0.9 -0.7
F -2.928331 2.000709 4.428196 1.0 0.7 -0.5
F -3.177633 3.785030 5.823869 0.2 -0.4 -0.5
B -6.997781 -2.076327 -0.682541 -1.0 0.7 2.6
F -7.308223 -1.219788 0.419821 0.3 0.2 0.1
F -7.986706 -2.993171 -0.773658 -1.0 -1.8 -0.5
F -6.975334 -1.361999 -1.808700 0.5 1.7 -2.9
F -5.774599 -2.642104 -0.450548 1.5 -0.7 0.4
```
Positions in Å, forces in eV/Å.

Here are the Mulliken charges for atoms 1 to 99, given in e: 0.01 -0.24 0.19 -0.09 -0.23 -0.03 0.06 -0.91 0.64 -0.68 0.18 -0.36 0.24 -0.23 -0.09 0.00 0.25 -0.42 -0.10 0.42 0.27 -0.81 -0.21 0.18 0.34 0.35 0.36 0.39 -0.95 0.78 -0.41 0.91 -0.19 0.36 -0.73 0.42 0.25 0.19 0.15 0.48 0.25 -1.40 0.57 -0.28 -0.15 0.44 0.41 -0.90 0.48 0.40 0.32 0.47 0.27 0.38 -1.03 0.58 -0.43 0.42 0.04 0.41 -0.85 0.37 0.25 0.35 0.48 0.08 0.38 -0.49 0.43 -0.46 0.30 -0.08 0.46 -0.36 0.53 0.00 0.07 -0.21 0.63 0.18 0.59 0.29 -0.51 0.44 0.52 0.01 -0.93 -0.45 -0.41 0.52 0.47 0.41 0.24 -0.09 0.10 -0.52 0.63 0.44 -0.15